Record 1
The following is a quantum chemistry calculation of C19H15BrCl5HfN4O3 as an isolated structure, from the OMol25 dataset.

Geometry as XYZ:
```
48
Properties=species:S:1:pos:R:3:forces:R:3:nbo_charge:R:1
Hf 0.022 -0.748 1.534 -0.07 -0.06 -0.02 2.262
Br -2.176 1.934 1.733 -0.01 0.02 0.02 0.199
C -3.076 0.282 1.727 0.00 0.00 0.00 0.187
C -4.444 0.175 1.883 0.02 0.00 0.00 -0.249
C -4.991 -1.100 1.872 -0.02 0.00 0.00 -0.103
C -4.172 -2.211 1.705 0.02 -0.01 0.01 -0.191
C -2.818 -2.001 1.570 -0.03 -0.02 -0.04 0.118
N -2.286 -0.770 1.578 -0.01 0.05 0.00 -0.584
C -1.815 -3.120 1.388 0.02 -0.01 0.02 0.765
O -2.155 -4.253 1.229 -0.01 0.01 0.00 -0.507
O -0.554 -2.684 1.398 0.00 0.05 -0.01 -0.862
H -5.052 1.058 2.014 0.00 0.00 0.00 0.259
H -6.058 -1.224 1.998 0.00 0.00 0.00 0.248
H -4.553 -3.221 1.690 0.00 0.00 0.00 0.269
Cl 2.311 -2.127 0.911 0.02 -0.04 -0.02 0.106
C 2.992 -0.593 1.496 0.01 0.09 0.01 -0.029
C 2.025 0.302 1.888 -0.02 -0.05 -0.04 -0.608
C 2.490 1.524 2.349 0.02 0.03 0.02 0.069
Cl 1.334 2.721 2.829 -0.01 0.00 0.00 0.047
C 3.851 1.815 2.416 0.02 -0.02 -0.02 -0.127
Cl 4.394 3.339 2.980 -0.01 0.00 0.01 0.091
C 4.788 0.854 2.008 -0.04 0.00 -0.01 -0.065
Cl 6.462 1.193 2.081 0.01 0.00 0.00 0.102
C 4.358 -0.385 1.531 0.05 -0.04 -0.01 -0.101
Cl 5.457 -1.591 1.011 -0.01 0.01 0.00 0.087
N -0.599 -0.086 4.809 -0.05 -0.01 0.00 -0.298
C -0.385 -0.322 3.699 0.04 0.04 0.01 -0.320
C 1.106 2.396 -0.844 0.00 0.00 0.00 -0.406
N 0.671 1.462 -1.878 -0.02 0.00 0.00 -0.386
C 1.073 1.740 -3.258 0.02 -0.01 0.00 -0.212
C 0.050 1.160 -4.213 0.01 -0.01 0.01 -0.426
C -0.108 -0.321 -3.945 0.00 -0.01 0.01 -0.207
N -0.285 -0.569 -2.509 0.00 -0.01 -0.01 -0.391
C -0.852 -1.854 -2.098 -0.01 0.03 0.02 -0.403
C 0.074 0.312 -1.577 -0.01 -0.03 -0.02 0.830
O -0.177 0.017 -0.346 0.05 0.01 0.06 -0.842
H 0.942 3.409 -1.204 0.00 0.00 0.00 0.222
H 2.166 2.263 -0.620 0.00 0.00 0.00 0.215
H 0.533 2.253 0.066 0.00 0.00 0.00 0.232
H 2.067 1.322 -3.441 0.00 0.01 0.00 0.209
H 1.143 2.821 -3.365 -0.01 0.00 0.00 0.229
H 0.369 1.313 -5.242 0.00 0.01 0.00 0.249
H -0.905 1.671 -4.078 0.00 0.00 0.00 0.222
H 0.762 -0.881 -4.297 0.00 0.00 0.00 0.210
H -0.986 -0.713 -4.456 0.00 0.00 -0.01 0.225
H -1.822 -1.716 -1.619 -0.01 -0.02 0.00 0.213
H -0.186 -2.382 -1.417 0.00 -0.01 -0.01 0.221
H -0.985 -2.463 -2.987 0.01 0.00 0.00 0.232
```
Positions in Å, forces in eV/Å.

The net charge is +1. Its energy above the lowest of the compared OMol25 structures with the same formula, charge and spin is 8.9 kcal/mol.

=====

Record 2
The following is a quantum chemistry calculation of C19H15Cl2F4GaN3O as an isolated structure, from the OMol25 dataset.

Geometry as XYZ:
```
45
Properties=species:S:1:pos:R:3:forces:R:3:nbo_charge:R:1
Ga 0.269 -0.111 0.336 -0.05 0.67 0.39 1.965
C 1.276 -0.330 3.076 0.10 -0.10 -0.05 -0.430
N 0.069 0.179 2.390 -0.17 -0.09 -0.29 -0.546
C -1.131 -0.459 2.959 -0.10 -0.06 0.02 -0.417
C -0.006 1.654 2.454 0.10 0.18 -0.12 -0.232
C 1.095 2.280 1.597 0.01 -0.06 -0.03 -0.225
N 1.167 1.539 0.343 -0.17 -0.53 -0.02 -0.870
C 2.027 1.891 -0.678 0.17 0.13 -0.31 0.076
C 1.950 1.165 -1.871 0.00 0.02 0.25 0.285
F 1.055 0.124 -1.871 -0.05 -0.04 -0.11 -0.321
C 2.725 1.413 -2.977 0.05 0.10 0.09 0.358
F 2.579 0.665 -4.068 -0.05 -0.06 0.00 -0.286
C 3.648 2.440 -2.946 0.06 0.06 -0.03 -0.351
C 3.765 3.169 -1.779 -0.04 -0.15 -0.13 0.376
F 4.654 4.154 -1.712 0.03 0.08 0.07 -0.284
C 2.989 2.904 -0.662 -0.18 -0.04 0.04 0.269
F 3.175 3.644 0.443 0.02 0.05 0.00 -0.303
H 1.261 -0.037 4.129 -0.01 0.00 -0.01 0.215
H 1.302 -1.415 3.000 -0.04 0.01 0.00 0.237
H 2.174 0.067 2.605 0.00 0.05 0.01 0.225
H -1.213 -0.254 4.029 0.03 0.03 -0.01 0.216
H -2.025 -0.086 2.459 0.03 0.03 0.00 0.215
H -1.066 -1.536 2.810 0.01 0.01 0.01 0.228
H -0.982 1.946 2.059 -0.02 -0.03 0.06 0.211
H 0.073 2.003 3.487 -0.05 -0.03 0.01 0.224
H 0.838 3.325 1.413 0.01 -0.01 0.07 0.226
H 2.044 2.272 2.134 0.05 -0.01 0.01 0.206
H 4.266 2.665 -3.803 0.00 -0.01 0.00 0.265
Cl 0.611 -4.877 -0.080 0.04 -0.05 0.01 0.081
C -0.663 -3.849 -0.581 -0.04 0.30 0.00 -0.092
C -1.797 -4.399 -1.209 -0.15 -0.05 -0.08 -0.198
C -2.834 -3.612 -1.628 0.18 -0.02 0.06 -0.054
Cl -4.199 -4.315 -2.405 -0.06 -0.05 -0.04 0.057
C -2.788 -2.209 -1.427 0.12 0.04 0.07 -0.035
C -3.776 -1.293 -1.828 0.05 0.13 0.03 -0.072
C -3.619 0.050 -1.574 -0.11 -0.12 -0.07 -0.268
C -2.478 0.492 -0.907 0.07 0.06 0.09 0.113
N -1.533 -0.347 -0.518 0.24 -0.02 0.07 -0.609
C -1.650 -1.682 -0.778 -0.28 -0.12 -0.14 0.098
C -0.566 -2.492 -0.366 0.26 -0.25 0.12 0.321
O 0.491 -1.917 0.223 -0.01 -0.10 -0.04 -0.859
H -1.833 -5.469 -1.362 -0.02 0.01 -0.01 0.259
H -4.656 -1.654 -2.344 -0.01 -0.01 0.01 0.252
H -4.368 0.762 -1.888 0.02 0.04 0.03 0.251
H -2.322 1.539 -0.679 0.00 0.01 -0.04 0.222
```
Positions in Å, forces in eV/Å.

The net charge is +1.

=====

Record 3
The following is a quantum chemistry calculation of C19H15Cl2N5O4S6Tl as an isolated structure, from the OMol25 dataset.

Geometry as XYZ:
```
52
Properties=species:S:1:pos:R:3:forces:R:3:nbo_charge:R:1
Tl 0.147 0.432 -0.388 0.24 0.97 -0.08 1.053
C -1.797 -2.470 -3.514 0.02 0.23 0.19 -0.683
C -0.916 -1.537 -2.740 -1.21 0.30 0.42 0.269
N -1.369 -0.843 -1.752 1.27 0.49 -0.14 -0.238
N -2.629 -0.951 -1.367 -1.13 -1.13 -0.15 -0.455
C -3.125 -0.140 -0.470 0.59 0.59 -0.15 0.288
N -4.397 -0.394 -0.079 -0.42 -0.22 0.06 -0.796
S -2.414 1.267 0.199 0.84 0.01 -0.25 -0.222
C 0.499 -1.433 -3.082 0.95 0.08 -0.36 0.195
C 1.078 -2.260 -4.052 -0.20 0.19 0.14 -0.233
C 2.415 -2.110 -4.367 0.06 0.10 0.14 -0.159
C 3.157 -1.134 -3.720 -0.17 -0.06 -0.07 -0.261
C 2.516 -0.369 -2.760 0.29 0.10 -0.02 0.087
N 1.240 -0.514 -2.454 -0.46 -0.45 -0.05 -0.438
H -2.828 -2.285 -3.231 -0.01 -0.07 -0.04 0.255
H -1.679 -2.328 -4.587 0.03 -0.02 -0.08 0.214
H -1.534 -3.494 -3.254 0.02 -0.15 -0.01 0.237
H -4.762 -1.310 -0.285 0.01 -0.03 -0.04 0.389
H -4.703 0.060 0.764 0.01 -0.04 -0.03 0.398
H 0.490 -3.012 -4.548 -0.11 -0.12 -0.04 0.219
H 2.880 -2.751 -5.102 -0.02 -0.03 -0.07 0.213
H 4.194 -0.965 -3.964 0.09 0.01 0.09 0.221
H 3.048 0.395 -2.212 0.04 0.14 0.08 0.215
S 5.001 6.064 -0.168 0.31 0.28 0.03 -0.140
C 3.891 4.858 -0.192 -0.27 -0.40 0.00 -0.562
S 2.822 4.571 -1.527 0.21 -0.15 0.61 0.460
C 1.922 3.232 -0.823 0.30 0.10 0.37 -0.421
C 2.320 2.835 0.413 0.04 0.42 -0.37 -0.440
S 1.692 1.588 1.437 -0.65 -0.75 -0.31 -0.178
S 3.668 3.723 1.107 -0.08 0.32 -0.55 0.455
S 0.647 2.632 -1.813 -0.40 -0.44 0.04 -0.207
Cl -2.392 0.943 3.573 -0.06 0.04 0.28 -0.018
C -1.148 -0.301 3.700 0.06 -0.05 -0.26 -0.389
Cl -0.935 -1.194 2.163 -0.05 -0.16 0.68 0.022
H -1.462 -1.010 4.464 0.16 0.06 -0.16 0.217
H -0.205 0.188 3.939 -0.14 -0.14 -0.06 0.232
O 0.243 -3.058 -0.869 -0.31 -0.37 -0.08 -0.709
C 1.202 -2.677 -0.204 0.23 -0.29 0.12 0.766
O 1.430 -1.510 0.221 -0.11 0.68 0.14 -0.743
C 2.261 -3.711 0.160 -0.05 0.01 -0.06 -0.105
C 2.190 -4.962 -0.447 0.01 0.17 0.11 -0.132
C 3.120 -5.933 -0.149 0.35 -0.20 0.17 -0.209
C 4.128 -5.642 0.771 -1.01 1.06 -0.33 -0.003
C 4.208 -4.394 1.388 0.18 -0.38 -0.01 -0.186
C 3.270 -3.428 1.075 -0.15 -0.07 -0.16 -0.182
N 5.094 -6.649 1.082 0.72 -0.74 0.24 0.527
O 5.010 -7.723 0.509 0.05 0.04 0.06 -0.397
O 5.957 -6.387 1.904 -0.03 -0.04 -0.04 -0.391
H 1.385 -5.142 -1.144 -0.01 -0.02 0.00 0.233
H 3.090 -6.914 -0.601 -0.01 0.05 0.00 0.239
H 5.000 -4.210 2.099 -0.02 0.02 -0.02 0.242
H 3.298 -2.447 1.526 0.02 0.06 0.02 0.248
```
Positions in Å, forces in eV/Å.

The net charge is -1. Its energy above the lowest of the compared OMol25 structures with the same formula, charge and spin is 13.0 kcal/mol.

=====

Record 4
The following is a quantum chemistry calculation of a 2-piece molecular cluster, C19H15Cl3NO5S overall, from the OMol25 dataset.

Geometry as XYZ:
```
44
Properties=species:S:1:pos:R:3:forces:R:3:nbo_charge:R:1
C 0.358 -4.983 -1.995 -0.11 -0.21 0.29 -0.628
C 0.769 -3.869 -2.913 -0.11 -0.12 0.27 -0.073
O 0.336 -2.617 -2.302 0.37 -0.68 -0.42 -0.486
C 0.946 -1.562 -2.803 1.69 1.20 -1.61 0.784
C 0.415 -0.286 -2.073 0.39 -0.67 -2.35 -0.613
S 0.774 1.236 -3.099 -2.50 0.78 -0.44 2.157
C -0.920 1.905 -3.235 0.19 0.44 0.69 -0.332
C -1.701 1.768 -4.389 0.41 -0.40 -0.07 -0.141
C -2.972 2.329 -4.424 -0.24 0.07 -0.01 -0.240
C -3.466 3.038 -3.328 0.49 -0.10 0.30 -0.198
C -2.668 3.185 -2.190 -0.18 0.07 0.00 -0.209
C -1.396 2.626 -2.148 -0.04 -0.16 0.19 -0.199
O 1.616 2.121 -2.344 -0.09 -0.42 -0.14 -0.900
O 0.983 0.955 -4.483 1.18 -0.62 -0.49 -0.924
O 1.721 -1.563 -3.770 -1.72 -0.17 2.63 -0.578
H 0.634 -5.936 -2.446 0.01 -0.05 -0.04 0.208
H 0.864 -4.907 -1.032 -0.06 0.05 -0.02 0.230
H -0.720 -4.992 -1.819 0.08 0.06 -0.03 0.215
H 1.852 -3.835 -3.033 -0.13 0.06 -0.09 0.203
H 0.299 -3.981 -3.894 0.09 0.28 0.06 0.184
H -0.631 -0.462 -1.996 -1.16 0.21 -1.29 0.269
H -1.324 1.209 -5.253 -0.05 0.27 0.44 0.235
H -3.600 2.205 -5.311 0.29 0.04 0.28 0.212
H -4.463 3.465 -3.347 0.08 -0.03 -0.05 0.213
H -3.029 3.728 -1.317 0.00 -0.10 -0.26 0.220
H -0.765 2.704 -1.261 -0.23 0.13 -0.21 0.246
Cl 0.657 0.003 -0.439 1.38 0.09 2.33 0.126
C -0.385 0.146 2.394 2.71 -0.79 1.70 -0.294
Cl -1.859 -0.513 1.932 -1.39 -0.24 -1.46 -0.013
C 0.560 -0.845 2.972 -0.52 1.19 -0.11 0.455
O 0.755 -1.925 2.430 0.08 -0.57 0.39 -0.634
C 1.174 -0.410 4.286 -0.70 1.03 -0.86 0.069
C 1.059 0.954 4.728 -0.22 0.04 -0.45 -0.084
C 1.544 1.249 6.034 -0.28 0.62 -0.57 -0.199
C 2.101 0.254 6.785 0.45 -0.49 0.49 -0.266
C 2.164 -1.045 6.258 -0.29 0.16 -0.68 -0.016
N 1.696 -1.343 5.051 0.74 -1.02 0.96 -0.378
C 0.466 1.891 3.821 0.23 -0.58 -0.18 -0.157
Cl 0.347 3.549 4.314 0.21 0.65 -0.06 -0.066
C -0.181 1.491 2.652 -0.52 0.37 0.78 -0.200
H 1.476 2.273 6.420 0.02 -0.43 -0.23 0.217
H 2.527 0.427 7.781 -0.29 0.11 -0.39 0.200
H 2.611 -1.860 6.819 -0.05 0.02 0.04 0.173
H -0.619 2.226 1.966 -0.22 -0.07 0.65 0.210
```
Positions in Å, forces in eV/Å.

The net charge is -1.

=====

Values for max |F|, eV/A, ordered as above
0.10 0.78 1.60 3.29
Values for LUMO, eV, ordered as above
-3.802 -3.950 1.300 2.446